Density functional theory data (wB97M-V/def2-TZVPD) for C51H50N6O8SSiSn as an isolated structure.

**LUMO level**: 3.794 eV
**Net charge**: -2
**Energy**: -3806.18688 a.u.
**Energy above the lowest of the compared OMol25 structures with the same formula, charge and spin**: 37.90 kJ/mol

Positions of all 118 atoms, in Å:
H -5.82468 2.22441 -5.94693
H -4.07915 -0.17381 -2.00216
H 2.98823 -4.38351 -2.27089
O 1.18673 -1.61330 1.82195
H 5.04263 -0.26099 6.14631
H -0.55911 -0.61501 3.83297
C 3.54685 -4.05432 -1.40613
C -6.69472 4.07765 -0.33568
H 1.95122 1.67827 -4.09929
H -3.20745 0.29199 2.65787
C -4.44519 0.35203 -2.87155
N -1.51977 -1.66311 2.33845
H -2.02136 1.69181 1.51482
C -0.57075 2.29940 2.85340
C -2.26517 0.51362 3.16589
C 3.77935 -1.09443 3.09234
H -2.11087 -1.27967 4.35989
C -3.97584 4.56842 -0.45791
C -2.12303 -3.47729 -2.96205
C 2.68976 4.17111 -2.81160
H 6.15070 1.48851 4.79345
O -5.23756 -3.90760 -4.22661
C 0.06847 -2.32529 -2.42692
H -2.50301 1.05820 4.09544
H -6.80892 5.82319 0.90966
N -1.48702 1.80060 -0.99412
H -0.73912 -2.30817 2.38285
H 2.64996 0.11436 -3.51393
C -4.78912 2.39326 -4.08149
O -0.14860 3.06549 -2.40877
C -1.58492 -0.80872 3.51646
C 4.87041 -0.21174 5.07695
C 3.55595 -3.03301 0.79721
H -5.06146 -3.23786 -1.33730
H 3.83921 -6.32997 4.94697
O 0.60733 -1.39544 -1.72364
C -2.81377 1.67320 -0.85481
H 5.51393 -2.68600 1.61607
H -3.60775 -1.84434 0.11925
H -2.90972 4.75194 -0.50536
O 0.61103 -2.93936 -3.33691
H 6.72095 -3.63607 -0.30356
H 1.60845 4.21856 -2.79750
H -4.68997 3.47184 -4.15657
C 0.88715 1.83975 2.92201
H 0.95208 0.91455 3.49777
C -1.38953 -2.66508 -2.11201
H 4.24016 -4.54600 3.30184
H 0.93544 0.48618 -3.23323
H 4.27329 -0.04802 1.27540
C -4.28195 1.72826 -2.96563
C 5.63658 -3.61517 -0.30549
S 2.38975 1.60610 -1.72204
H 1.47318 2.60234 3.45841
Sn -0.19076 -0.46150 0.23285
H -0.61376 3.21200 2.25074
C -3.46852 -3.71462 -2.70417
C 2.87268 -3.53391 -0.31129
C 0.82982 -4.79363 5.07249
H 3.54362 -1.88957 5.07213
N -1.46269 1.31644 2.26665
C 4.84537 5.14129 -3.28248
C 1.82737 -5.71122 5.36565
H 1.79169 -3.48853 -0.33116
C -1.24224 2.71413 -1.98552
H -7.75801 3.87686 -0.29009
O -3.40460 1.01935 0.00132
H -2.44689 3.61067 -3.39933
H 6.54948 3.92068 -2.82683
C -4.79761 5.40718 0.27646
H -1.62674 -3.90986 -3.81897
H 5.46733 -4.48403 -2.26108
H 1.64727 -6.50386 6.08249
C -4.01028 -3.11795 -1.56675
N -2.43085 3.26364 -2.45475
H 2.97173 6.13084 -3.62497
O 3.44387 0.70624 -1.15863
C -3.20408 -2.34912 -0.75119
H -5.23494 -1.43063 -3.78343
C 3.27908 -4.60276 3.80233
C 5.26470 0.82315 2.95040
C -4.50371 3.47927 -1.14644
C 5.46847 3.98953 -2.82468
H 0.28519 -3.06858 3.92342
C 1.06596 -3.78615 4.14558
C 2.29105 -3.66698 3.48972
C 4.93353 -4.09653 -1.40080
H -0.13327 -4.86564 5.56432
C -3.56525 2.54950 -1.90312
Si 2.57472 -2.27876 2.21714
H 1.61415 2.39301 1.06604
H 2.22341 0.97387 1.62634
H -4.36993 6.25145 0.80362
N 1.39447 1.55484 1.59046
C 4.95097 -3.08411 0.77777
C -6.16490 5.16823 0.33579
C 1.92928 0.90958 -3.33187
C 3.05677 -5.61264 4.72722
O -4.04168 -5.75637 -3.72190
N -1.91556 -2.12081 -1.01193
C -5.86892 3.23624 -1.06982
C 4.70818 2.92481 -2.35929
C -5.43642 1.69303 -5.08558
H 5.43920 5.97230 -3.64284
H 5.15992 2.01703 -1.98005
C -5.59392 0.31660 -4.98097
H -6.10439 -0.23526 -5.75953
C -4.35129 -4.55816 -3.63304
C -5.10162 -0.35603 -3.87369
C 3.32635 3.02007 -2.36606
C 3.45835 5.22964 -3.27256
H -0.90044 2.56593 3.87083
H -6.28713 2.37750 -1.57810
H -2.38415 -2.16496 2.17854
C 5.49121 0.77015 4.31942
C 4.42570 -0.10292 2.34650
C 4.02415 -1.12952 4.46582
H 5.74022 1.58776 2.34738